# 1
Here is a cluster of 2 separate species, C3H2O2S in total at a distorted geometry from OMol25. Energies are from the ωB97M-V functional and the def2-TZVPD basis.

CARTESIAN COORDINATES (ANGSTROEM)
C  1.45  0.42  1.14
C  0.60  -0.55  0.94
O  -0.28  -1.29  0.82
H  1.58  0.93  2.16
H  1.95  0.77  0.24
O  -1.55  1.15  -1.58
C  -1.78  0.03  -1.74
S  -1.97  -1.45  -1.98

Results
DFT total energy, Eh: -664.1580
E_HOMO, hartree: -0.345
Kohn-Sham gap, eV: 10.007
LUMO energy, eV: 0.6
ΔE to the lowest compared entry with this formula, charge and spin, kcal/mol: 5.0

# 2
Here is a structure of composition C38H51BCl2CrN8O2S3 at a distorted geometry from OMol25. Energies are from the ωB97M-V functional and the def2-TZVPD basis.

CARTESIAN COORDINATES (ANGSTROEM)
Cr  1.47  0.65  -2.24
C  4.43  -1.47  1.37
C  3.04  -0.95  1.50
C  2.46  -0.69  2.74
C  1.19  -0.10  2.79
N  0.51  0.17  1.69
N  1.00  -0.19  0.49
B  0.11  -0.30  -0.69
N  0.04  -1.76  -1.12
N  -0.06  -2.61  -0.09
C  -0.12  -3.90  -0.31
C  -0.07  -4.43  -1.61
C  0.04  -3.56  -2.69
C  0.18  -4.05  -4.09
C  0.10  -2.19  -2.42
S  0.33  -0.99  -3.62
C  -0.28  -4.78  0.91
C  -0.14  -3.95  2.19
C  -1.68  -5.40  0.86
C  0.78  -5.89  0.91
N  -1.26  0.33  -0.62
N  -2.11  -0.13  0.32
C  -3.40  0.05  0.19
C  -3.95  0.62  -0.96
C  -3.10  1.24  -1.86
C  -3.60  2.00  -3.04
C  -1.72  1.16  -1.61
S  -0.58  2.16  -2.39
C  -4.20  -0.32  1.43
C  -3.69  0.58  2.56
C  -5.70  -0.09  1.27
C  -3.95  -1.79  1.76
C  2.28  -0.69  0.36
S  2.89  -0.93  -1.22
C  0.45  0.18  4.08
C  -0.16  1.58  4.02
C  1.35  0.06  5.32
C  -0.68  -0.85  4.17
H  4.89  -1.59  2.35
H  5.03  -0.78  0.78
H  4.44  -2.43  0.85
H  3.02  -0.92  3.64
H  -0.13  -5.49  -1.78
H  -0.28  -5.03  -4.21
H  1.23  -4.13  -4.35
H  -0.27  -3.34  -4.78
H  -0.84  -3.12  2.17
H  0.86  -3.54  2.27
H  -0.35  -4.58  3.06
H  -2.44  -4.63  0.85
H  -1.84  -6.02  1.74
H  -1.80  -6.02  -0.02
H  1.78  -5.48  0.83
H  0.62  -6.59  0.09
H  0.71  -6.45  1.84
H  -5.02  0.65  -1.12
H  -4.64  2.28  -2.91
H  -3.51  1.38  -3.94
H  -2.99  2.89  -3.19
H  -4.03  1.60  2.40
H  -2.61  0.56  2.58
H  -4.07  0.23  3.52
H  -5.91  0.96  1.08
H  -6.19  -0.35  2.21
H  -6.13  -0.70  0.48
H  -2.88  -1.99  1.76
H  -4.43  -2.44  1.03
H  -4.35  -2.03  2.74
H  0.61  2.34  4.11
H  -0.88  1.71  4.82
H  -0.67  1.71  3.07
H  2.22  0.71  5.23
H  1.69  -0.97  5.46
H  0.79  0.35  6.20
H  -1.24  -0.85  3.24
H  -1.36  -0.60  4.99
H  -0.28  -1.85  4.34
O  3.91  3.43  -0.96
C  2.74  3.23  -0.80
O  2.11  2.12  -0.69
C  1.74  4.45  -0.59
N  0.56  3.84  0.06
C  0.69  4.10  1.50
C  1.37  5.46  1.60
C  2.27  5.53  0.35
H  1.48  4.83  -1.58
H  0.80  2.80  -0.20
H  -0.33  4.12  -0.36
H  1.33  3.32  1.93
H  -0.28  4.08  1.99
H  1.95  5.53  2.51
H  0.64  6.26  1.59
H  3.31  5.33  0.58
H  2.23  6.52  -0.12
Cl  1.10  4.46  -4.11
C  2.01  3.45  -5.15
C  2.42  3.88  -6.38
C  3.14  3.04  -7.21
C  3.46  1.75  -6.79
C  3.06  1.32  -5.55
Cl  3.41  -0.25  -4.94
C  2.31  2.15  -4.66
N  1.95  1.69  -3.50
H  2.16  4.88  -6.70
H  3.45  3.37  -8.19
H  4.03  1.09  -7.42

Results
DFT total energy, Eh: -5251.4325
E_HOMO (alpha / beta), hartree: -0.202 / -0.222
Kohn-Sham gap (alpha / beta), eV: 4.921 / 5.064
<S²>: 6.04
LUMO energy (alpha / beta), eV: -0.6 / -1.0
Multiplicity: 5
ΔE to the lowest compared entry with this formula, charge and spin, kcal/mol: 88.7

# 3
Here is a cluster of 2 separate species, C7H10N4S in total at a distorted geometry from OMol25. Energies are from the ωB97M-V functional and the def2-TZVPD basis.

CARTESIAN COORDINATES (ANGSTROEM)
C  -3.46  0.76  0.84
C  -2.09  0.51  -1.21
C  -1.47  -0.64  0.85
C  -2.37  0.18  0.16
C  1.69  2.55  -0.41
C  1.19  -3.24  0.04
C  0.41  2.31  -0.23
N  -4.41  1.24  1.28
N  -2.12  0.71  -2.34
N  1.89  -0.61  -0.12
N  -0.48  -1.23  0.24
S  0.92  -1.55  0.94
H  -1.57  -0.67  1.94
H  2.29  3.08  0.48
H  2.32  0.24  0.32
H  2.23  2.25  -1.35
H  2.13  -3.01  -0.45
H  1.51  -4.05  0.79
H  0.36  -3.46  -0.58
H  -0.42  1.99  -0.88
H  0.06  2.84  0.65
H  1.39  -0.18  -0.96

Results
DFT total energy, Eh: -889.7739
E_HOMO, hartree: -0.310
Kohn-Sham gap, eV: 8.414
LUMO energy, eV: 0.0
ΔE to the lowest compared entry with this formula, charge and spin, kcal/mol: 68.7

# 4
Here is a cluster of 4 separate species, C6H11FO3 in total at a distorted geometry from OMol25. Energies are from the ωB97M-V functional and the def2-TZVPD basis.

CARTESIAN COORDINATES (ANGSTROEM)
F  -1.01  -2.05  2.02
C  0.15  -1.66  1.39
C  0.06  -1.47  0.02
C  1.25  -0.95  -0.59
C  2.40  -0.74  0.15
C  2.44  -0.97  1.51
C  1.34  -1.52  2.12
H  -0.78  -1.72  -0.60
H  1.31  -0.86  -1.63
H  3.25  -0.45  -0.40
H  3.31  -0.67  2.06
H  1.51  -1.89  3.12
O  -1.74  2.21  0.36
H  -1.19  1.95  1.16
H  -1.24  2.83  -0.19
O  -3.21  0.51  -1.49
H  -2.87  1.29  -1.00
H  -4.12  0.28  -1.27
O  -0.39  2.31  -2.13
H  0.17  1.71  -1.65
H  -0.64  1.86  -2.96

Results
DFT total energy, Eh: -560.7934
E_HOMO, hartree: -0.350
Kohn-Sham gap, eV: 10.102
LUMO energy, eV: 0.6
ΔE to the lowest compared entry with this formula, charge and spin, kcal/mol: 0.0

# 5
Here is the molecule C8H12O2S at a distorted geometry from OMol25. Energies are from the ωB97M-V functional and the def2-TZVPD basis.

CARTESIAN COORDINATES (ANGSTROEM)
C  -2.29  -1.95  0.23
S  -2.19  -0.08  -0.03
O  -2.72  0.15  -1.40
O  -2.92  0.48  1.07
C  -0.52  0.37  -0.01
C  -0.15  1.79  -0.01
C  0.28  0.86  -1.20
C  1.62  0.34  -1.36
C  2.13  -0.41  -0.10
C  1.72  0.24  1.24
C  0.25  0.77  1.15
H  -2.25  -2.13  1.24
H  -3.16  -2.47  -0.18
H  -1.45  -2.30  -0.33
H  -0.82  2.68  0.10
H  -0.46  1.00  -2.12
H  2.29  1.21  -1.37
H  1.66  -0.20  -2.26
H  1.98  -1.47  -0.19
H  3.20  -0.36  -0.08
H  1.81  -0.48  1.99
H  2.27  1.09  1.60
H  -0.29  0.84  2.01

Results
DFT total energy, Eh: -860.5675
E_HOMO, hartree: -0.368
Kohn-Sham gap, eV: 10.745
LUMO energy, eV: 0.7
ΔE to the lowest compared entry with this formula, charge and spin, kcal/mol: 47.8

# 6
Here is a cluster of 10 separate species, C17H42Br2ClF3N10O18P in total at a distorted geometry from OMol25. Energies are from the ωB97M-V functional and the def2-TZVPD basis.

CARTESIAN COORDINATES (ANGSTROEM)
N  0.54  -0.67  -1.07
C  0.15  -1.76  -1.99
P  -1.47  -1.35  -2.93
C  -2.79  -1.09  -1.63
C  -3.95  -0.06  -2.00
C  -4.25  1.02  -0.84
Cl  -4.29  0.30  0.84
C  -1.27  0.02  -4.19
C  -0.09  1.06  -3.87
C  -0.57  2.40  -3.17
F  -1.22  2.01  -1.94
Br  -1.85  3.47  -4.25
C  0.63  3.38  -2.72
F  0.23  4.73  -2.66
F  1.01  2.98  -1.41
Br  2.24  3.26  -3.87
H  0.12  -0.79  -0.13
H  1.56  -0.71  -0.94
H  -0.05  -2.70  -1.36
H  0.98  -2.03  -2.72
H  -1.80  -2.55  -3.67
H  -3.28  -2.11  -1.42
H  -2.25  -0.82  -0.65
H  -3.82  0.50  -2.97
H  -4.92  -0.67  -2.10
H  -5.29  1.48  -1.02
H  -3.51  1.90  -0.90
H  -0.97  -0.49  -5.18
H  -2.24  0.58  -4.44
H  0.35  1.36  -4.89
H  0.77  0.63  -3.26
C  3.37  -2.57  2.21
N  2.71  -1.81  1.12
O  2.01  -0.86  1.42
O  2.92  -2.20  -0.03
H  3.09  -2.12  3.16
H  3.01  -3.60  2.16
H  4.44  -2.51  2.05
C  0.68  -4.77  5.76
N  1.45  -4.07  4.70
O  1.11  -4.25  3.54
O  2.37  -3.35  5.08
H  -0.10  -5.36  5.29
H  1.38  -5.41  6.30
H  0.25  -4.01  6.41
C  -6.15  2.57  2.72
N  -7.39  3.37  2.89
O  -8.05  3.19  3.90
O  -7.67  4.15  1.99
H  -6.04  1.92  3.59
H  -6.26  1.98  1.81
H  -5.32  3.27  2.65
C  3.71  -4.96  -1.96
N  4.19  -6.36  -1.86
O  5.39  -6.53  -1.72
O  3.35  -7.24  -1.93
H  4.56  -4.28  -1.88
H  3.22  -4.85  -2.92
H  3.01  -4.80  -1.14
C  7.67  -1.57  -2.66
N  6.54  -2.52  -2.84
O  5.81  -2.35  -3.81
O  6.41  -3.39  -2.00
H  7.65  -0.85  -3.47
H  7.53  -1.07  -1.70
H  8.59  -2.15  -2.67
C  4.82  4.27  -1.72
N  6.07  3.53  -1.38
O  5.94  2.45  -0.82
O  7.12  4.05  -1.70
H  3.97  3.68  -1.38
H  4.86  5.23  -1.21
H  4.80  4.39  -2.80
C  0.84  3.11  1.66
N  1.55  3.62  2.87
O  2.48  4.37  2.69
O  1.13  3.24  3.95
H  1.32  3.53  0.78
H  0.93  2.02  1.67
H  -0.20  3.42  1.73
C  -1.02  -0.23  7.25
N  -1.30  -1.69  7.12
O  -0.77  -2.28  6.19
O  -2.05  -2.18  7.94
H  -0.35  0.07  6.45
H  -1.98  0.29  7.17
H  -0.56  -0.07  8.22
C  -8.51  3.37  -2.65
N  -7.27  2.63  -2.31
O  -7.38  1.56  -1.73
O  -6.21  3.14  -2.65
H  -9.36  2.79  -2.29
H  -8.46  4.34  -2.15
H  -8.55  3.48  -3.73

Results
DFT total energy, Eh: -8822.8430
E_HOMO, hartree: -0.456
Kohn-Sham gap, eV: 9.749
LUMO energy, eV: -2.7
Charge: +1